C5H13NOSi | ωB97M-V/def2-TZVPD

The calculation puts the highest occupied orbital energy at -7.8 eV. The value obtained for the HOMO-LUMO gap is 8.226 eV. The net charge is 0. As for the SMILES: C/C=[SiH]/OC.C=NC.

Geometry (Å):
Si  -0.2492  1.2894  -1.5691
O  -1.5993  0.3535  -1.7130
N  -0.8053  -0.8876  2.7199
C  0.2025  -1.4428  1.8180
C  -1.3174  0.2383  2.6567
C  1.2743  0.6109  -0.9742
C  2.5976  1.3614  -0.8249
C  -1.8586  -0.9540  -1.7373
H  3.1760  0.7102  -0.1827
H  3.0509  1.6050  -1.9121
H  1.0656  -0.3552  -0.4582
H  -2.1381  -1.1163  -0.7199
H  -0.9341  -1.6652  -2.0133
H  0.5148  -0.8664  1.0182
H  2.4069  2.3028  -0.4060
H  -0.6408  2.3632  -2.4534
H  -2.6045  -1.2618  -2.3649
H  -1.9649  0.6850  3.4006
H  -0.9644  0.9406  1.8043
H  -0.2670  -2.3984  1.5809
H  1.0550  -1.5124  2.3302



C20H25FN2O3 | ωB97M-V/def2-TZVPD

The calculation puts the highest occupied orbital energy at -8.9 eV. The value obtained for the HOMO-LUMO gap is 9.393 eV. The net charge is 0. As for the SMILES: O=C([C@H]1CCC(=O)N(C2CC2)C1)N1CCC(Oc2cccc(F)c2)CC1.

Geometry (Å):
F  -6.1472  -3.4023  -0.6196
O  5.2529  3.3408  -0.6534
O  -1.5128  -2.2752  -0.9329
O  0.5889  1.0489  2.8864
N  0.5062  -0.2117  1.0379
N  3.0476  3.3710  -0.1315
C  -1.9027  -0.5976  0.8007
C  -2.5643  -3.1317  -0.9316
C  -4.8594  -3.7675  -0.7950
C  -3.2271  -5.4393  -1.1811
C  2.2732  5.5283  1.0259
C  -0.4597  -0.1723  -1.2023
C  2.2535  1.5643  1.2827
C  1.8252  5.6082  -0.4074
C  -4.5591  -5.0974  -1.0046
C  -0.6288  -0.9442  1.5690
C  1.0418  0.7796  1.7873
C  4.2204  2.7481  -0.4130
C  0.7550  -0.5423  -0.3444
C  -3.8960  -2.7748  -0.7514
C  3.4763  0.7190  0.8805
C  -1.7132  -0.8900  -0.6935
C  -2.2425  -4.4751  -1.1460
C  3.0307  4.7997  -0.0419
C  1.8876  2.5687  0.1760
C  4.1082  1.2350  -0.4174
H  -1.2053  -4.7341  -1.2858
H  -2.1329  0.4611  0.9285
H  1.5382  2.0638  -0.7314
H  -0.7346  -0.6823  2.6222
H  -4.2142  -1.7594  -0.5817
H  2.7376  6.3949  1.4696
H  -0.4246  -2.0159  1.4762
H  -2.7303  -1.1840  1.2007
H  -5.3450  -5.8339  -1.0274
H  1.0827  3.2125  0.5306
H  0.9120  -1.6245  -0.4170
H  1.9794  6.5300  -0.9462
H  4.0052  5.1798  -0.3224
H  1.6392  -0.0381  -0.7199
H  3.2160  -0.3351  0.7742
H  2.5344  2.1754  2.1482
H  5.1082  0.8211  -0.5453
H  -0.2736  -0.4611  -2.2372
H  -2.5828  -0.5368  -1.2658
H  -0.6343  0.9041  -1.1611
H  -2.9587  -6.4708  -1.3479
H  3.5126  0.9423  -1.2868
H  4.2218  0.7808  1.6742
H  1.6717  4.9631  1.7214
H  0.9181  5.0951  -0.6889



C19H23Br33NO8P | ωB97M-V/def2-TZVPD

The calculation puts the highest occupied orbital energy at -9.4 eV. The value obtained for the HOMO-LUMO gap is 8.262 eV. The net charge is 0.

Geometry (Å):
Br  -5.2347  -1.4219  -7.6594
Br  1.7795  7.8903  5.8428
Br  -3.2007  -6.0249  2.6766
Br  4.8360  3.6613  -2.4266
Br  0.8978  -5.4901  -8.3931
Br  5.0973  2.7636  -5.4791
Br  1.2206  -7.2092  1.8396
Br  5.1671  -1.5515  3.4482
Br  1.3361  4.7459  6.2051
Br  -11.5772  3.8152  -5.1437
Br  -0.8293  0.5159  3.6920
Br  -11.8129  0.8285  -6.2412
Br  8.0237  -1.7474  4.8583
Br  -9.8746  1.4838  -3.7855
Br  5.8647  -4.0546  5.2919
Br  -6.0193  -0.9571  -4.6024
Br  3.6702  6.2233  7.7984
Br  -8.0709  -0.1550  -6.9041
Br  -0.8444  -3.9330  2.2320
Br  -3.6719  -3.4245  0.8747
Br  1.9134  -0.8276  2.7976
Br  5.8992  6.7087  11.1412
Br  5.3413  3.2875  4.5580
Br  2.8374  -4.7853  3.1389
Br  6.6453  3.8570  9.9328
Br  4.3104  4.1135  12.0903
Br  1.7957  -7.1719  4.9778
Br  1.1885  -3.7898  -5.7118
Br  1.2737  -0.4394  5.8991
Br  3.2568  2.7376  2.1996
Br  2.2396  3.4976  -4.2712
Br  0.7231  -2.3059  -8.4932
Br  3.6598  5.7015  3.3225
P  -2.8588  0.6133  -3.4442
O  -3.1692  -4.1504  -2.1937
O  1.4608  -1.0515  -0.5259
O  -0.6458  -2.0236  -0.8301
O  -3.3052  1.0701  -4.9428
O  -1.6962  1.5455  -2.8146
O  1.7444  1.4513  0.0281
O  -1.9149  -1.8060  -5.6453
O  -2.5463  -3.4378  -4.2310
N  -4.1826  0.7116  -2.5942
C  5.9975  4.8134  11.4757
C  6.5593  -2.7285  4.0775
C  -2.3097  -1.9349  -2.3597
C  4.1361  3.8497  -4.2124
C  3.6791  3.8209  3.7398
C  1.0357  0.2567  4.1183
C  -2.4040  -4.7563  1.4649
C  2.4406  -6.6711  3.2321
C  -2.5968  -3.3314  -2.8423
C  2.0323  1.1625  -1.3516
C  0.3735  -3.8905  -7.4539
C  -2.5596  -1.1741  -3.4501
C  1.3996  -0.2299  -1.6693
C  -6.2165  -0.3279  -6.4094
C  -1.9471  -1.4332  -0.9798
C  -2.4324  -2.1041  -4.6126
C  0.2201  -1.3347  0.0432
C  1.9082  6.3888  7.0427
C  -11.5108  1.9418  -4.6942
H  2.9036  3.6539  4.4681
H  1.1119  2.1745  0.0254
H  -1.8016  -0.3571  -1.0833
H  4.2759  4.8810  -4.5029
H  0.4463  -2.0098  0.8609
H  3.3664  -7.2037  3.0691
H  -5.7827  0.6614  -6.4465
H  -0.2492  -0.4323  0.4648
H  -2.5444  1.5048  -5.3671
H  -2.0930  -5.3041  0.5853
H  -12.3208  1.7512  -4.0054
H  -4.0808  1.3309  -1.7952
H  -0.6956  -3.9420  -7.3006
H  6.9494  -3.2527  3.2169
H  -2.6271  -1.7432  -0.1494
H  1.5079  1.2293  4.0886
H  6.7144  4.6649  12.2702
H  1.2240  6.5758  7.8577
H  1.5976  1.9529  -1.9708
H  0.3935  -0.1091  -2.0785
H  3.1080  1.1093  -1.5247
H  2.0416  -0.6783  -2.4367
H  -1.9780  1.7605  -1.9170



C3H7N3O2 | ωB97M-V/def2-TZVPD

The calculation puts the highest occupied orbital energy at -9.4 eV. The value obtained for the HOMO-LUMO gap is 9.827 eV. The net charge is 0. As for the SMILES: N/N=C\NCC(=O)O.

Geometry (Å):
O  1.7047  -0.9200  0.3233
O  2.5327  -0.8965  -1.7979
N  -0.5455  0.5062  1.9556
N  -0.5923  1.6628  1.2591
N  -0.7306  0.0093  -0.3649
C  1.5469  -0.7718  -1.0426
C  -0.5568  1.2911  0.0354
C  0.0115  -0.7215  -1.4113
H  -0.6092  2.0563  -0.8069
H  -1.4963  0.2537  2.2651
H  -1.2684  -0.6236  0.1998
H  -0.6060  -1.7217  -1.6286
H  -0.1185  0.9870  2.7903
H  -0.0536  -0.1787  -2.5351
H  0.7813  -0.9326  0.7588



C34H32N5ReS | ωB97M-V/def2-TZVPD

The calculation puts the highest occupied orbital energy at -14.0 eV. The value obtained for the HOMO-LUMO gap is 6.497 eV. The net charge is +2.

Geometry (Å):
Re  0.6840  -0.1364  -1.3811
S  1.7479  1.6061  -2.3253
N  0.1236  3.4581  -1.2689
N  0.8004  3.7346  -3.5467
N  0.5102  -0.7142  0.4686
N  1.7382  -0.8228  2.4889
N  2.7391  -1.3715  0.5096
C  1.6339  2.0662  1.9419
C  2.0845  -2.1440  -3.1314
C  -2.9235  -0.1443  1.7779
C  -2.3948  -2.4911  1.9436
C  -3.2908  -1.4419  2.1225
C  3.3316  -2.5868  -3.4918
C  -1.6605  0.0858  1.2550
C  -0.0091  2.1499  3.8443
C  0.7552  3.1242  -2.3891
C  -0.7582  1.5712  4.8584
C  -2.5875  -2.2756  -2.3675
C  -0.9505  -0.5683  -1.9347
C  2.9230  -1.7079  -0.8744
C  -4.4619  -0.2879  -2.9971
C  -4.8106  -1.6422  -2.9896
C  0.8781  0.0303  3.2857
C  -3.1799  0.0848  -2.6782
C  4.3765  -2.5285  -2.5719
C  -3.8783  -2.6351  -2.6852
C  1.6664  -0.9518  1.1801
C  5.3698  -2.1021  -0.2958
C  -0.1613  -3.4330  1.1904
C  1.8808  -1.6591  -1.8288
C  -1.1161  -2.2801  1.4276
C  -0.5383  4.6311  -1.3116
C  4.2013  -2.1180  -1.2554
C  -1.2382  5.0771  -0.0560
C  0.1573  -0.5691  4.3107
C  0.1164  4.8941  -3.5793
C  -2.2430  -0.9093  -2.3538
C  -0.6728  0.2016  5.0999
C  0.8320  1.3909  3.0289
C  -0.5474  5.3871  -2.4740
C  -0.7831  -0.9731  1.1040
H  -1.8410  4.2618  0.3473
H  5.3480  -2.9573  0.3905
H  2.5444  -1.2153  2.9556
H  1.0092  2.3555  1.0972
H  -1.4027  2.1916  5.4744
H  -0.6904  -4.3838  1.2308
H  -0.4952  5.3458  0.7002
H  -2.8821  1.1306  -2.6751
H  1.2715  -2.1410  -3.8435
H  -1.2485  -0.2584  5.8968
H  -0.0559  3.2237  3.6855
H  0.3245  -3.3639  0.2112
H  0.1103  5.4237  -4.5260
H  0.2480  -1.6408  4.4782
H  3.5478  -1.5599  1.0782
H  -4.1630  -3.6826  -2.7087
H  6.3074  -2.1652  -0.8464
H  -5.1961  0.4638  -3.2599
H  2.0811  2.9828  2.3239
H  -1.0683  6.3370  -2.5161
H  -1.8761  5.9427  -0.2319
H  -1.8335  -3.0237  -2.1267
H  -1.3422  1.0916  0.9765
H  -2.6919  -3.5043  2.2033
H  -4.2820  -1.6398  2.5223
H  0.6259  -3.4755  1.9509
H  3.5083  -2.9545  -4.4959
H  -5.8307  -1.9284  -3.2289
H  5.3757  -2.8135  -2.8898
H  2.4516  1.4524  1.5623
H  -3.6133  0.6845  1.9208
H  5.4151  -1.1786  0.2921



C33H42F18N3O6S | ωB97M-V/def2-TZVPD

The calculation puts the highest occupied orbital energy at -11.4 eV. The value obtained for the HOMO-LUMO gap is 9.200 eV. The net charge is +1.

Geometry (Å):
S  7.4459  2.1428  1.3385
F  1.0911  -2.1181  -4.1886
F  0.1945  -2.5928  1.0276
F  -2.6896  -0.6603  -2.3795
F  2.5735  -3.1076  2.2462
F  -1.0245  0.6857  -2.2132
F  -2.0609  -1.9059  -0.0902
F  -2.5432  0.1902  -0.0151
F  2.6662  -1.9409  0.3905
F  1.7225  0.2598  2.2609
F  -0.4608  0.8638  0.9869
F  0.0846  -2.4007  -1.6968
F  1.3161  -0.2926  -3.0802
F  1.2862  -1.4087  3.5470
F  6.7579  3.2319  0.4312
F  -1.3882  -2.4728  -3.2660
F  0.7491  -0.2322  -0.4142
F  -0.8971  -1.3563  2.4251
F  -0.2342  -0.4720  -4.5888
O  6.6322  1.8359  2.4668
O  8.7715  2.6162  1.5766
O  4.7212  -6.3338  2.9618
O  6.9973  -0.4286  0.7104
O  2.6479  -6.4116  3.7526
O  8.2982  0.0114  -2.9770
N  3.8780  -1.2158  2.1254
N  -6.1503  2.6249  -1.7138
N  7.1962  1.0759  -1.1621
C  2.7976  -6.5811  1.4065
C  -4.8725  1.7889  -1.9055
C  5.0966  -1.7205  1.5033
C  -0.5651  -1.6591  -2.5900
C  0.1066  -1.3579  1.5300
C  -9.6722  1.7697  -1.6594
C  6.1803  -4.4116  3.3517
C  -0.2865  -0.3428  0.4430
C  -8.6294  2.5701  -2.4438
C  -1.5830  -0.6983  -0.3600
C  7.5908  0.6903  0.1841
C  -5.7886  3.9233  -2.3887
C  5.7033  -2.9907  3.6762
C  -7.3582  5.1088  0.3674
C  -7.2526  1.8977  -2.4440
C  5.6450  -0.7039  0.3613
C  5.3014  -5.1677  2.3479
C  6.4456  -2.3666  -1.3404
C  4.2419  1.5587  0.3507
C  -7.4654  3.5815  0.3807
C  3.3670  -6.4155  2.7971
C  6.1558  -1.9490  2.6023
C  -1.4316  -0.5439  -1.9048
C  -6.1463  5.6568  1.1170
C  2.6860  -1.8489  1.7230
C  7.7868  0.5412  -2.0923
C  -4.3442  4.1658  -2.0074
C  1.4499  -1.0444  2.2638
C  4.7739  0.4842  0.3300
C  0.4357  -1.1082  -3.6374
C  -6.3537  2.7233  -0.2139
C  -3.7141  2.7736  -2.0987
C  5.5536  -1.4575  -0.9635
H  -5.8836  3.7557  -3.4619
H  -6.5311  1.6919  0.0928
H  -5.0094  1.1777  -2.7926
H  6.1978  -2.6822  4.5994
H  -7.2907  0.8937  -2.0213
H  -6.4718  4.7108  -2.0968
H  -8.5773  3.6012  -2.0957
H  3.9521  -1.1447  3.1297
H  7.0637  -2.3568  2.1647
H  -8.2571  5.4943  0.8527
H  -3.2594  2.6166  -3.0756
H  3.7519  2.4932  0.4791
H  -8.9743  2.6293  -3.4768
H  -8.4371  3.2944  -0.0133
H  1.7551  -6.2751  1.4542
H  4.6292  -2.9593  3.8524
H  4.9435  -2.6896  1.0348
H  6.4068  -2.7858  -2.3343
H  8.6683  0.5234  0.2051
H  -5.2033  5.2876  0.7110
H  6.2145  -5.0157  4.2605
H  -6.1247  6.7441  1.0577
H  -9.9003  0.8355  -2.1727
H  2.8146  -7.6250  1.0960
H  7.2000  -2.6765  -0.6253
H  -7.5067  3.2803  1.4325
H  6.3871  -1.0093  3.1039
H  5.9272  -5.5131  1.5178
H  -2.9307  2.6311  -1.3571
H  -4.2685  4.5533  -0.9925
H  -7.3941  5.5144  -0.6451
H  -4.7559  1.1370  -1.0447
H  -9.3262  1.5128  -0.6566
H  4.6868  -1.2234  -1.5706
H  3.2917  -5.9752  0.6463
H  7.2085  -4.3839  2.9880
H  -10.5999  2.3320  -1.5628
H  -6.8983  1.8123  -3.4698
H  -5.3917  3.0168  0.2054
H  -6.1896  5.3815  2.1715
H  4.5109  -4.5490  1.9240
H  -3.8638  4.8890  -2.6623



C5H7NS | ωB97M-V/def2-TZVPD

The calculation puts the highest occupied orbital energy (alpha / beta) at -7.4 / -6.9 eV. The value obtained for the HOMO-LUMO gap (alpha / beta) is 7.733 / 7.444 eV. The net charge is 0.

Geometry (Å):
S  1.0283  -0.4125  -2.1553
N  1.4941  1.8005  -0.4462
C  -0.8497  -1.2080  0.0195
C  0.9723  0.8910  -1.0578
C  -0.3352  0.5768  1.9637
C  -0.4705  -0.2611  0.8177
C  -0.4185  -1.3351  -1.4554
H  -0.0994  -2.3545  -1.7306
H  -1.0526  1.4721  1.7931
H  2.3380  2.4379  -0.6684
H  0.7102  1.0078  1.9405
H  -0.5333  0.2963  3.0098
H  -1.1467  -0.9059  -2.1353
H  -1.6370  -2.0052  0.1045



C32H26F3MnN4O3S | ωB97M-V/def2-TZVPD

The calculation puts the highest occupied orbital energy (alpha / beta) at -11.0 / -11.0 eV. The value obtained for the HOMO-LUMO gap (alpha / beta) is 5.103 / 6.495 eV. The spin multiplicity is 2. The net charge is +1. The expectation value of S² is 0.854.

Geometry (Å):
Mn  -0.9052  1.3821  1.1587
S  -1.1600  0.5710  3.1803
F  -7.1584  -3.3757  -3.8781
F  -7.9828  -3.8525  -1.9372
F  -8.5293  -2.0119  -2.9218
O  0.5686  6.8138  0.0122
O  3.7880  0.8506  -1.1999
O  0.5422  4.4720  2.0623
N  0.9267  4.3916  -1.0836
N  1.7740  2.3001  -0.6090
N  -0.3524  2.7751  0.0553
N  -2.1416  -2.0640  2.7972
C  -2.9904  5.4006  1.9578
C  -0.1651  5.2067  -1.5047
C  -1.6601  5.3578  2.3572
C  -2.5946  3.7231  0.2881
C  -4.2438  -0.8043  -0.8465
C  -4.4183  -0.7445  -2.2333
C  -0.3481  6.4643  -0.9162
C  -1.0339  4.7453  -2.4780
C  -6.3519  -2.1472  -2.0359
C  0.4177  8.0790  0.6432
C  -1.7471  -0.9898  2.9322
C  -7.5057  -2.8551  -2.6914
C  2.7653  -1.2000  -0.3714
C  2.7828  0.1594  -0.5986
C  0.9003  3.4478  2.9822
C  -2.1261  5.5138  -2.8523
C  -0.7829  4.4975  1.7242
C  -1.4358  7.2360  -1.3057
C  0.5431  -1.0109  0.5530
C  4.9460  0.1265  -1.6043
C  -1.2475  3.6878  0.6654
C  -6.1876  -2.2058  -0.6607
C  1.6345  -1.7761  0.1957
C  -5.1350  -1.5352  -0.0624
C  -3.4604  4.5853  0.9375
C  -2.1385  0.3691  0.2366
C  -2.3166  6.7512  -2.2634
C  -3.1342  -0.1433  -0.2431
C  0.5601  0.3814  0.3824
C  -5.4708  -1.4158  -2.8238
C  0.7704  3.1694  -0.5424
C  1.6764  0.9492  -0.2260
H  -6.8728  -2.7834  -0.0566
H  -0.5288  8.1299  1.1874
H  -0.3288  -1.5044  0.9547
H  -3.6711  6.0746  2.4606
H  1.8613  4.7672  -1.1404
H  -2.8102  5.1526  -3.6071
H  2.5786  2.5160  -1.1832
H  -1.6039  8.2097  -0.8704
H  1.9063  3.6695  3.3297
H  -2.9311  3.0759  -0.5110
H  -1.2899  5.9866  3.1564
H  -0.8540  3.7773  -2.9290
H  0.9370  2.4624  2.4895
H  -5.6021  -1.3812  -3.8966
H  -3.1599  7.3619  -2.5572
H  0.2141  3.4194  3.8315
H  4.6900  -0.6313  -2.3467
H  -4.5008  4.6251  0.6473
H  -3.7207  -0.1823  -2.8383
H  5.4283  -0.3406  -0.7443
H  1.2449  8.1652  1.3411
H  -4.9905  -1.5922  1.0075
H  0.4672  8.8892  -0.0865
H  1.6057  -2.8468  0.3455
H  3.6047  -1.8189  -0.6516
H  5.6152  0.8585  -2.0456